Entry 1:
This record from the OMol25 dataset describes one molecule with the formula C2H3N3. The level of theory is wB97M-V/def2-TZVPD.

CARTESIAN COORDINATES (ANGSTROEM)
C (0.80, 0.74, 0.01)
C (0.90, -0.58, 0.06)
N (-1.24, -0.08, -0.52)
N (-0.60, 0.71, 0.47)
N (-0.48, -0.73, 0.50)
H (1.40, 1.60, -0.22)
H (1.61, -1.37, -0.10)
H (-2.40, -0.29, -0.19)

Summary:
Net charge: 0
E in eV: -6586.82352
Relative energy (zero: lowest compared OMol25 entry of this formula, charge and spin) in kcal/mol: 132.6
SMILES: c1cn2[nH]n12
Spin multiplicity: 1
Strongest force on any atom in eV Å⁻¹: 4.68

=====

Entry 2:
This record from the OMol25 dataset describes one molecule with the formula C3H3N5. The level of theory is wB97M-V/def2-TZVPD.

CARTESIAN COORDINATES (ANGSTROEM)
C (-0.03, -1.22, -0.58)
C (-0.15, 1.25, -0.70)
C (-0.07, 1.17, 0.79)
H (1.86, -1.25, -0.78)
H (-0.07, 2.31, -1.08)
H (0.57, 1.89, 1.29)
N (1.17, -1.84, -0.47)
N (-0.27, 0.09, -1.29)
N (-0.57, 0.19, 1.45)
N (-1.34, -0.98, 1.22)
N (-1.10, -1.61, 0.16)

Summary:
Net charge: 0
E in eV: -10604.60565
Relative energy (zero: lowest compared OMol25 entry of this formula, charge and spin) in kcal/mol: 98.3
SMILES: [H]/N=c1\nccnnn1
Spin multiplicity: 1
Strongest force on any atom in eV Å⁻¹: 7.23

=====

Entry 3:
This record from the OMol25 dataset describes C35H39N3OPtS2Te as an isolated structure. The level of theory is wB97M-V/def2-TZVPD.

CARTESIAN COORDINATES (ANGSTROEM)
Pt (-0.45, -0.03, -0.53)
C (1.66, 0.10, 2.16)
S (0.21, -0.85, 1.73)
C (-1.00, -0.17, 2.90)
H (1.96, -0.17, 3.17)
H (1.45, 1.17, 2.10)
H (2.46, -0.17, 1.47)
H (-0.64, 0.77, 3.29)
H (-1.14, -0.89, 3.70)
H (-1.95, -0.01, 2.40)
C (-1.79, -5.34, -0.48)
C (-0.78, -4.67, -1.43)
C (-0.63, -3.22, -1.16)
N (-0.49, -2.11, -0.97)
H (-1.82, -6.41, -0.71)
H (-2.79, -4.94, -0.63)
H (-1.50, -5.22, 0.56)
H (-1.09, -4.78, -2.47)
H (0.20, -5.13, -1.33)
C (5.05, 7.00, 0.03)
C (3.69, 6.38, 0.07)
C (2.81, 6.51, -1.01)
C (1.61, 5.84, -1.07)
C (0.74, 6.02, -2.31)
C (1.24, 5.04, 0.07)
Te (-0.49, 4.00, -0.29)
N (-0.90, 1.87, -0.35)
C (-2.14, 1.98, -0.99)
O (-2.61, 3.07, -1.28)
C (-2.75, 0.68, -1.30)
C (-2.84, -0.21, -0.21)
C (-3.46, -1.47, -0.39)
C (-3.99, -1.79, -1.61)
C (-3.90, -0.88, -2.69)
C (-3.29, 0.35, -2.55)
C (-1.55, 4.24, 1.49)
C (-1.43, 3.35, 2.55)
C (-2.20, 3.56, 3.68)
C (-3.10, 4.62, 3.72)
C (-3.23, 5.47, 2.63)
C (-2.46, 5.29, 1.48)
C (-2.61, 6.22, 0.29)
C (2.13, 4.90, 1.19)
C (1.82, 4.04, 2.39)
C (3.31, 5.60, 1.17)
H (5.16, 7.69, -0.80)
H (5.80, 6.21, -0.08)
H (5.28, 7.51, 0.96)
H (3.09, 7.16, -1.83)
H (1.13, 6.82, -2.93)
H (-0.29, 6.27, -2.06)
H (0.73, 5.11, -2.92)
H (-2.62, 0.14, 0.79)
H (-3.58, -2.14, 0.46)
H (-4.50, -2.73, -1.74)
H (-4.35, -1.14, -3.64)
H (-3.23, 1.05, -3.37)
H (-0.75, 2.51, 2.50)
H (-2.10, 2.91, 4.54)
H (-3.71, 4.78, 4.60)
H (-3.95, 6.28, 2.66)
H (-3.49, 6.84, 0.38)
H (-2.70, 5.65, -0.65)
H (-1.75, 6.89, 0.21)
H (0.97, 3.40, 2.22)
H (1.61, 4.67, 3.26)
H (2.68, 3.42, 2.64)
H (3.98, 5.52, 2.02)
S (3.53, -1.31, -2.34)
C (2.05, -1.29, -1.55)
N (1.51, -0.12, -1.32)
C (2.35, 0.90, -1.83)
C (2.14, 2.27, -1.79)
C (3.07, 3.11, -2.36)
C (4.23, 2.60, -2.97)
C (4.46, 1.25, -3.00)
C (3.50, 0.41, -2.43)
H (1.58, -2.22, -1.24)
H (1.24, 2.63, -1.34)
H (2.91, 4.18, -2.35)
H (4.94, 3.28, -3.42)
H (5.36, 0.85, -3.46)

Summary:
Net charge: +3
E in eV: -75628.46226
Relative energy (zero: lowest compared OMol25 entry of this formula, charge and spin) in kcal/mol: 66.9
Spin multiplicity: 2
Strongest force on any atom in eV Å⁻¹: 2.06

=====

Entry 4:
This record from the OMol25 dataset describes a 20-piece molecular cluster, C68H96O60 overall. The level of theory is wB97M-V/def2-TZVPD.

CARTESIAN COORDINATES (ANGSTROEM)
C (3.29, -1.22, 2.53)
C (1.89, -1.75, 3.01)
O (2.14, -3.06, 3.38)
C (3.46, -3.33, 3.34)
O (3.92, -4.44, 3.53)
O (4.16, -2.23, 2.98)
H (3.73, -0.37, 3.07)
H (3.31, -0.89, 1.49)
H (1.20, -1.67, 2.17)
H (1.57, -1.10, 3.83)
C (6.25, -0.94, -6.14)
C (5.48, -1.83, -7.23)
O (4.22, -1.96, -6.62)
C (4.29, -1.61, -5.33)
O (3.36, -1.69, -4.54)
O (5.51, -1.01, -5.01)
H (6.34, 0.06, -6.56)
H (7.18, -1.48, -5.96)
H (6.01, -2.78, -7.22)
H (5.40, -1.48, -8.26)
C (5.04, -2.83, -0.34)
C (6.25, -3.10, 0.38)
O (6.94, -3.66, -0.71)
C (6.14, -4.32, -1.64)
O (6.50, -5.18, -2.51)
O (4.92, -3.79, -1.41)
H (5.06, -1.79, -0.68)
H (4.20, -2.91, 0.35)
H (6.32, -3.88, 1.13)
H (6.85, -2.22, 0.62)
C (3.34, -5.13, -5.01)
C (2.78, -5.13, -6.42)
O (1.46, -4.87, -6.28)
C (1.15, -4.84, -4.97)
O (0.03, -4.46, -4.58)
O (2.21, -5.25, -4.17)
H (3.81, -4.15, -4.91)
H (3.97, -6.02, -4.96)
H (2.93, -6.13, -6.82)
H (3.21, -4.45, -7.15)
C (2.84, 6.58, -0.20)
C (1.59, 7.35, -0.68)
O (0.55, 6.34, -0.41)
C (1.11, 5.16, -0.32)
O (0.51, 4.15, -0.33)
O (2.37, 5.24, -0.20)
H (3.13, 6.94, 0.79)
H (3.65, 6.73, -0.91)
H (1.69, 7.74, -1.69)
H (1.37, 8.20, -0.03)
C (0.57, 0.60, -4.51)
C (0.21, -0.80, -4.46)
O (-1.25, -0.66, -4.18)
C (-1.66, 0.50, -4.34)
O (-2.82, 0.78, -4.11)
O (-0.76, 1.27, -4.59)
H (1.28, 0.98, -5.25)
H (1.05, 0.91, -3.58)
H (0.80, -1.37, -3.74)
H (0.21, -1.26, -5.45)
C (0.16, 3.70, 5.85)
C (-1.13, 3.49, 5.09)
O (-2.01, 4.23, 5.83)
C (-1.58, 4.44, 7.05)
O (-2.22, 4.94, 7.96)
O (-0.40, 3.91, 7.11)
H (0.61, 4.65, 5.57)
H (0.90, 2.91, 5.71)
H (-1.44, 2.45, 5.14)
H (-1.06, 3.82, 4.05)
C (-2.99, -2.89, 4.99)
C (-1.90, -2.71, 5.99)
O (-1.34, -1.50, 5.65)
C (-1.65, -1.30, 4.27)
O (-1.18, -0.45, 3.58)
O (-2.42, -2.28, 3.85)
H (-3.96, -2.41, 5.16)
H (-3.30, -3.93, 4.84)
H (-1.16, -3.46, 6.27)
H (-2.42, -2.39, 6.89)
C (-5.03, -2.87, 1.96)
C (-6.38, -2.59, 1.37)
O (-6.33, -1.50, 0.55)
C (-5.08, -1.03, 0.60)
O (-4.78, -0.02, -0.02)
O (-4.32, -1.69, 1.51)
H (-4.67, -3.82, 1.56)
H (-5.17, -2.85, 3.04)
H (-7.06, -2.32, 2.18)
H (-6.90, -3.43, 0.91)
C (-1.15, 0.00, -0.18)
C (-0.17, 0.87, 0.64)
O (1.06, 0.26, 0.23)
C (0.85, -0.75, -0.72)
O (1.72, -1.43, -1.17)
O (-0.45, -0.77, -1.05)
H (-1.94, 0.61, -0.61)
H (-1.79, -0.64, 0.43)
H (-0.23, 0.79, 1.72)
H (-0.29, 1.87, 0.23)
C (-8.07, 4.95, -0.04)
C (-7.72, 5.18, 1.46)
O (-7.10, 3.95, 1.92)
C (-6.79, 3.16, 0.95)
O (-6.12, 2.18, 1.13)
O (-7.31, 3.78, -0.27)
H (-7.71, 5.84, -0.56)
H (-9.13, 4.80, -0.24)
H (-8.65, 5.35, 2.02)
H (-7.01, 6.00, 1.45)
C (-5.05, 0.68, 3.73)
C (-4.57, 1.06, 5.13)
O (-5.25, 0.15, 6.00)
C (-6.05, -0.61, 5.35)
O (-6.68, -1.51, 5.80)
O (-5.81, -0.48, 3.97)
H (-4.12, 0.71, 3.16)
H (-5.69, 1.49, 3.36)
H (-4.83, 2.09, 5.36)
H (-3.49, 0.97, 5.24)
C (4.21, 2.09, -4.46)
C (4.74, 2.45, -3.06)
C (3.84, 3.09, -2.17)
O (3.99, 2.48, -0.93)
C (4.72, 1.38, -1.01)
O (4.86, 0.49, -0.14)
O (5.11, 1.31, -2.22)
H (3.43, 1.38, -4.18)
H (4.94, 1.54, -5.04)
H (3.69, 2.85, -5.04)
H (5.64, 3.06, -3.01)
H (2.80, 3.00, -2.49)
H (3.99, 4.17, -2.07)
C (4.61, 2.35, 4.36)
C (4.13, 3.14, 3.15)
C (4.04, 4.65, 3.25)
O (4.77, 5.23, 2.17)
C (5.39, 4.24, 1.50)
O (6.25, 4.44, 0.63)
O (4.88, 3.01, 1.97)
H (5.69, 2.27, 4.45)
H (4.16, 1.36, 4.29)
H (4.17, 2.80, 5.26)
H (3.11, 2.79, 3.01)
H (4.44, 4.94, 4.22)
H (2.99, 4.93, 3.41)
C (-2.82, 3.52, 1.95)
C (-2.77, 4.15, 0.55)
C (-3.20, 3.27, -0.56)
O (-3.84, 4.19, -1.43)
C (-4.23, 5.16, -0.64)
O (-4.98, 5.96, -1.05)
O (-3.65, 5.20, 0.55)
H (-2.77, 4.18, 2.82)
H (-2.13, 2.69, 2.08)
H (-3.78, 3.01, 2.01)
H (-1.81, 4.55, 0.23)
H (-3.86, 2.50, -0.18)
H (-2.31, 2.85, -1.03)
C (-4.35, -2.01, -3.45)
C (-5.26, -0.83, -3.55)
C (-5.45, -0.13, -4.89)
O (-6.89, -0.35, -5.10)
C (-7.40, -1.18, -4.18)
O (-8.55, -1.71, -4.25)
O (-6.53, -1.35, -3.18)
H (-4.66, -2.82, -4.11)
H (-4.34, -2.23, -2.38)
H (-3.30, -1.81, -3.64)
H (-4.90, -0.09, -2.83)
H (-4.77, -0.61, -5.61)
H (-5.22, 0.93, -4.87)
C (2.97, -8.42, -2.88)
C (3.91, -7.64, -1.90)
C (3.58, -7.08, -0.61)
O (4.75, -7.24, 0.23)
C (5.66, -8.16, -0.29)
O (6.71, -8.60, 0.21)
O (5.06, -8.49, -1.51)
H (3.64, -8.58, -3.73)
H (2.11, -7.77, -3.05)
H (2.73, -9.36, -2.39)
H (4.28, -6.78, -2.46)
H (2.72, -7.46, -0.06)
H (3.47, -6.02, -0.84)
C (3.35, -0.82, 8.89)
C (3.55, -0.68, 7.41)
C (3.08, -1.85, 6.56)
O (1.74, -1.51, 6.42)
C (1.65, -0.17, 6.36)
O (0.77, 0.48, 5.91)
O (2.75, 0.27, 6.82)
H (4.12, -1.56, 9.13)
H (2.46, -1.41, 9.14)
H (3.34, 0.09, 9.48)
H (4.56, -0.34, 7.19)
H (3.41, -2.79, 7.01)
H (3.66, -1.67, 5.66)
C (-2.30, -3.93, -0.01)
C (-2.04, -4.29, -1.48)
C (-1.01, -5.41, -1.77)
O (-1.72, -6.36, -2.54)
C (-3.00, -6.15, -2.52)
O (-3.93, -6.91, -2.95)
O (-3.22, -4.93, -1.97)
H (-3.00, -3.10, -0.07)
H (-1.37, -3.72, 0.53)
H (-2.94, -4.64, 0.52)
H (-1.80, -3.39, -2.04)
H (-0.39, -5.69, -0.91)
H (-0.28, -4.80, -2.30)
C (-1.71, 4.32, -3.74)
C (-2.03, 5.42, -4.85)
C (-3.47, 5.99, -4.74)
O (-3.30, 7.22, -4.16)
C (-2.02, 7.52, -3.95)
O (-1.59, 8.57, -3.38)
O (-1.31, 6.56, -4.54)
H (-1.71, 4.84, -2.78)
H (-0.80, 3.77, -4.00)
H (-2.48, 3.56, -3.85)
H (-1.99, 4.93, -5.82)
H (-3.94, 5.40, -3.94)
H (-4.01, 6.13, -5.67)

Summary:
Net charge: 0
E in eV: -194914.82129
Spin multiplicity: 1
Strongest force on any atom in eV Å⁻¹: 9.72

=====

Entry 5:
This record from the OMol25 dataset describes one molecule with the formula C3H9PS3. The level of theory is wB97M-V/def2-TZVPD.

CARTESIAN COORDINATES (ANGSTROEM)
C (1.88, -1.30, -0.09)
C (-1.09, 2.11, 0.90)
C (0.99, -0.03, -0.17)
P (-1.07, -0.46, -0.21)
S (-1.51, -1.31, 1.53)
S (-1.73, -1.84, -1.60)
S (-1.74, 1.59, -0.67)
H (1.39, -2.06, -0.81)
H (2.84, -1.06, -0.52)
H (1.74, -1.87, 0.84)
H (-1.58, 2.87, 1.45)
H (-0.03, 2.28, 0.82)
H (-1.16, 1.15, 1.43)
H (1.26, 0.49, -1.01)
H (0.94, 0.64, 0.70)
H (-1.14, -1.19, -2.60)

Summary:
Net charge: 0
E in eV: -45051.33642
Relative energy (zero: lowest compared OMol25 entry of this formula, charge and spin) in kcal/mol: 33.9
SMILES: CC[P@](=S)(S)SC
Spin multiplicity: 1
Strongest force on any atom in eV Å⁻¹: 4.01

=====

Entry 6:
This record from the OMol25 dataset describes a 3-piece molecular cluster, C19H44BrI2N3O6PS2 overall. The level of theory is wB97M-V/def2-TZVPD.

CARTESIAN COORDINATES (ANGSTROEM)
C (6.81, -0.44, 2.34)
C (6.05, -1.74, 2.52)
Br (6.57, -2.49, 4.28)
C (4.53, -1.62, 2.52)
C (3.96, -1.09, 1.20)
O (4.27, 0.23, 0.90)
P (3.01, 1.10, 0.11)
S (1.28, 2.22, -0.90)
C (3.33, 0.17, -1.53)
C (4.77, -0.27, -1.86)
C (5.81, 0.84, -1.86)
S (7.52, 0.20, -1.85)
C (2.66, 2.29, 1.65)
I (4.30, 2.52, 3.05)
C (1.37, 2.03, 2.41)
C (1.44, 1.01, 3.54)
I (0.59, 3.89, 3.28)
O (1.85, -0.10, 0.72)
C (2.42, -1.25, 1.19)
O (2.08, -2.39, 0.37)
N (1.10, -3.20, 1.05)
O (0.13, -3.32, 0.43)
H (6.54, 0.03, 1.40)
H (6.59, 0.24, 3.16)
H (7.88, -0.64, 2.36)
H (6.37, -2.50, 1.81)
H (4.12, -2.63, 2.63)
H (4.20, -1.04, 3.39)
H (4.31, -1.80, 0.43)
H (3.83, 2.17, -0.37)
H (0.24, 1.53, -0.43)
H (2.96, 0.82, -2.32)
H (2.70, -0.73, -1.55)
H (5.12, -1.08, -1.22)
H (4.76, -0.69, -2.88)
H (5.77, 1.42, -2.78)
H (5.72, 1.50, -1.00)
H (7.46, -0.38, -0.65)
H (2.62, 3.27, 1.19)
H (0.57, 1.78, 1.72)
H (0.49, 0.47, 3.61)
H (2.22, 0.28, 3.34)
H (1.63, 1.46, 4.51)
H (2.05, -1.47, 2.20)
C (-2.64, 1.43, -0.04)
C (-2.34, 0.64, 1.23)
C (-3.41, -0.41, 1.57)
O (-4.61, 0.11, 2.12)
C (-5.53, 0.62, 1.17)
N (-2.09, 1.58, 2.32)
H (-3.43, 2.17, 0.13)
H (-1.76, 1.97, -0.36)
H (-2.96, 0.77, -0.85)
H (-1.41, 0.08, 1.06)
H (-3.01, -1.09, 2.33)
H (-3.65, -1.01, 0.68)
H (-5.49, 0.06, 0.24)
H (-5.34, 1.68, 0.95)
H (-6.53, 0.54, 1.60)
H (-1.78, 1.08, 3.15)
H (-2.97, 2.01, 2.59)
C (-6.52, -1.83, -4.85)
C (-7.18, -1.28, -3.59)
C (-6.82, 0.18, -3.29)
O (-5.54, 0.36, -2.73)
C (-4.46, 0.43, -3.65)
N (-6.90, -2.18, -2.47)
H (-5.46, -2.05, -4.67)
H (-6.99, -2.77, -5.14)
H (-6.59, -1.13, -5.68)
H (-8.27, -1.30, -3.76)
H (-7.52, 0.55, -2.53)
H (-6.94, 0.80, -4.18)
H (-4.77, 0.92, -4.58)
H (-4.07, -0.56, -3.88)
H (-3.67, 1.01, -3.18)
H (-7.43, -1.88, -1.65)
H (-5.93, -2.06, -2.20)

Summary:
Net charge: -1
E in eV: -154373.82409
Relative energy (zero: lowest compared OMol25 entry of this formula, charge and spin) in kcal/mol: 0.0
Spin multiplicity: 1
Strongest force on any atom in eV Å⁻¹: 0.74

=====

Entry 7:
This record from the OMol25 dataset describes a 2-piece molecular cluster, C17H19N3O overall. The level of theory is wB97M-V/def2-TZVPD.

CARTESIAN COORDINATES (ANGSTROEM)
N (-0.06, 1.45, -2.19)
C (0.61, 0.70, -3.15)
N (0.36, 1.16, -4.41)
C (-0.48, 2.23, -4.27)
C (-0.98, 3.00, -5.44)
O (-0.71, 2.79, -6.60)
C (-0.74, 2.39, -2.87)
H (1.24, -0.15, -2.91)
H (-1.65, 3.83, -5.10)
H (-1.38, 3.16, -2.44)
C (1.77, -4.13, 2.26)
C (3.23, -3.85, 1.89)
C (3.21, -2.71, 0.86)
N (1.89, -2.11, 1.00)
C (1.56, -0.95, 0.46)
C (0.25, -0.42, 0.55)
C (0.02, 0.92, 0.73)
C (-1.28, 1.49, 0.99)
C (-1.40, 2.78, 1.57)
C (-2.64, 3.33, 1.85)
C (-3.81, 2.61, 1.54)
C (-3.72, 1.34, 0.97)
C (-2.47, 0.78, 0.70)
C (0.96, -2.89, 1.82)
H (1.39, -5.00, 1.72)
H (1.64, -4.30, 3.33)
H (3.78, -3.50, 2.77)
H (3.75, -4.72, 1.49)
H (4.00, -1.97, 1.03)
H (3.34, -3.10, -0.16)
H (2.35, -0.36, -0.03)
H (-0.59, -1.13, 0.53)
H (0.88, 1.59, 0.76)
H (-0.48, 3.32, 1.81)
H (-2.71, 4.31, 2.31)
H (-4.79, 3.05, 1.75)
H (-4.62, 0.77, 0.74)
H (-2.40, -0.21, 0.24)
H (0.07, -3.18, 1.24)
H (0.60, -2.34, 2.70)

Summary:
Net charge: 0
E in eV: -24451.71878
Relative energy (zero: lowest compared OMol25 entry of this formula, charge and spin) in kcal/mol: 91.9
Spin multiplicity: 1
Strongest force on any atom in eV Å⁻¹: 3.34

=====

Entry 8:
This record from the OMol25 dataset describes an isolated ion of composition C3H8N3O and charge +1. The level of theory is wB97M-V/def2-TZVPD.

CARTESIAN COORDINATES (ANGSTROEM)
C (0.38, -1.01, 0.40)
C (-0.14, -0.30, 1.50)
C (0.25, -0.70, -0.89)
N (-0.46, 2.04, 0.83)
N (0.81, -1.40, -1.88)
N (-0.57, 0.95, 1.62)
O (-0.30, 0.41, -1.34)
H (0.64, -1.98, 0.83)
H (-0.21, -0.76, 2.45)
H (0.31, 2.08, 0.06)
H (0.72, -1.22, -2.90)
H (-1.32, 2.50, 0.52)
H (0.87, -2.41, -1.58)
H (-1.04, 1.19, 2.59)
H (0.06, 0.61, -2.21)

Summary:
Net charge: +1
E in eV: -9750.06032
Relative energy (zero: lowest compared OMol25 entry of this formula, charge and spin) in kcal/mol: 55.4
SMILES: N/[NH+]=C\C=C(\N)O
Spin multiplicity: 1
Strongest force on any atom in eV Å⁻¹: 3.83

=====

Question: Which of these has the highest strongest force on any atom?
Answer: C68H96O60